Here is C20H37BBr2F3O9S3 as an isolated structure from the OMol25 dataset. Energies are from ωB97M-V with the def2-TZVPD basis set.

Structure (XYZ):
```
75
Properties=species:S:1:pos:R:3:forces:R:3:lowdin_charge:R:1
O 8.873551 -1.629849 -1.447362 0.460 -0.990 -1.827 -0.192
C 7.646235 -1.332165 -2.230172 -1.138 0.731 0.331 -0.257
C 6.744891 -0.183726 -1.414514 0.643 -1.005 0.703 -0.095
B 5.602608 0.381434 -2.455758 0.316 0.318 -0.263 -0.861
O 5.120411 1.773247 -2.348797 -1.144 1.098 -1.118 -0.133
C 4.068612 1.861695 -3.408996 0.671 -0.213 2.949 -0.122
C 3.238428 0.486407 -2.964689 1.539 0.024 -2.102 -0.244
C 2.068439 0.730081 -1.799876 0.689 -0.506 -1.741 -0.131
C 1.620333 -0.738367 -1.198389 0.645 0.262 1.232 -0.173
C 0.003978 -1.010326 -1.210498 2.161 -1.724 0.959 -0.642
F -0.209194 -2.310098 -0.477354 0.224 3.005 -1.801 -0.125
Br -0.899933 0.406627 -0.087982 1.112 -1.224 -0.325 0.668
C -0.659245 -1.213022 -2.695307 -0.448 -1.325 -1.187 -0.583
F -1.052579 -2.631477 -2.889087 1.440 4.116 0.323 -0.066
F 0.214051 -0.843298 -3.832638 -2.743 -1.187 3.768 -0.033
Br -2.393023 -0.143721 -2.682943 1.210 -1.251 -1.485 0.629
O 4.371951 -0.421529 -2.595602 -3.514 0.892 0.538 -0.084
H 9.514956 -2.197008 -1.999406 -1.768 1.346 1.087 0.090
H 6.978197 -2.297357 -2.314815 1.295 1.747 0.061 0.118
H 7.900723 -0.945080 -3.319575 -0.455 -0.714 2.317 0.112
H 7.435838 0.699600 -1.051007 -1.132 -1.838 -0.662 0.104
H 6.217079 -0.698061 -0.475583 1.384 0.970 -1.728 0.105
H 6.088033 0.353063 -3.527046 1.072 -0.177 -1.589 0.080
H 3.537293 2.886119 -3.135903 0.675 -2.314 -1.185 0.103
H 4.563803 1.807064 -4.490695 -1.275 0.061 2.224 0.141
H 2.858365 0.067094 -4.009011 -0.075 0.538 2.434 0.146
H 1.159442 1.245738 -2.353280 1.800 -0.932 1.232 0.112
H 2.539267 1.456664 -1.012618 -1.079 -1.597 -1.309 0.128
H 2.252504 -1.633529 -1.672138 -1.679 2.054 0.679 0.152
H 1.944713 -0.726493 -0.049234 -1.026 -0.232 -2.475 0.132
C 4.905528 6.473147 -1.983327 0.137 0.090 0.124 -0.223
C 4.114748 7.569380 -2.695746 -0.196 0.214 0.244 -0.230
C 4.445740 7.479857 -4.184537 -0.194 0.775 -0.035 -0.238
S 4.868231 5.773051 -4.500722 -0.136 -0.787 0.017 0.667
O 6.265073 5.706118 -4.875534 -0.488 0.089 -0.186 -0.322
O 3.821763 5.162155 -5.295809 0.588 0.302 -0.053 -0.333
C 4.708440 5.215062 -2.815868 0.110 -0.042 0.521 -0.242
H 4.565279 6.330933 -0.953456 0.075 -0.015 -0.150 0.118
H 5.968119 6.742515 -1.955403 -0.111 -0.076 0.021 0.120
H 3.041411 7.400950 -2.545695 0.148 0.002 -0.022 0.117
H 4.349882 8.561547 -2.297984 -0.065 -0.106 -0.080 0.110
H 3.591347 7.763376 -4.804335 0.240 -0.146 -0.056 0.101
H 5.312076 8.096315 -4.439704 -0.078 -0.195 -0.034 0.102
H 5.448836 4.441089 -2.606674 -0.162 -0.150 -0.197 0.110
H 3.698182 4.814161 -2.690551 0.199 0.089 -0.086 0.096
C -5.043393 -1.453675 2.234705 0.056 -0.144 -0.210 -0.220
C -4.020932 -1.785690 3.320496 0.003 -0.301 0.191 -0.232
C -3.150889 -0.546704 3.525453 0.467 -0.399 0.154 -0.217
S -4.167616 0.855715 3.088249 0.009 0.148 0.236 0.666
O -3.604831 1.483589 1.911312 -0.181 0.118 0.420 -0.350
O -4.489669 1.603501 4.287228 0.192 0.121 -0.516 -0.337
C -5.599359 -0.084467 2.596533 -0.479 -0.245 -0.225 -0.234
H -5.834855 -2.206687 2.178240 0.157 0.102 -0.003 0.098
H -4.545484 -1.411003 1.258639 -0.098 0.015 0.086 0.125
H -4.544898 -2.026937 4.253339 0.112 0.062 -0.195 0.092
H -3.412841 -2.655043 3.051518 -0.145 0.183 0.085 0.117
H -2.826596 -0.450320 4.564713 -0.036 0.194 -0.220 0.107
H -2.281065 -0.554395 2.862869 -0.146 0.154 0.033 0.090
H -6.102313 0.408930 1.763118 0.133 0.130 0.150 0.107
H -6.270603 -0.147157 3.458245 0.134 0.082 -0.059 0.108
C -7.825136 -6.347207 5.445668 -0.194 -0.052 0.201 -0.227
C -8.465453 -5.926693 4.123640 -0.222 -0.283 -0.147 -0.221
C -7.925524 -4.541263 3.772742 -0.615 0.092 -0.368 -0.227
S -6.307227 -4.431294 4.521529 0.428 -0.098 -0.166 0.673
O -6.344567 -3.414941 5.551950 0.191 -0.139 -0.426 -0.317
O -5.298459 -4.444100 3.481012 -0.362 0.185 0.542 -0.319
C -6.343499 -6.031347 5.305193 0.008 -0.488 0.304 -0.233
H -7.991655 -7.407200 5.658538 0.035 0.162 -0.006 0.118
H -8.257259 -5.764147 6.267709 0.092 -0.093 -0.070 0.122
H -8.186040 -6.640953 3.339613 -0.032 0.105 0.117 0.120
H -9.558071 -5.920150 4.187208 0.177 0.010 -0.045 0.117
H -7.835554 -4.406486 2.691882 0.121 0.133 0.223 0.107
H -8.549467 -3.749469 4.196330 0.218 -0.050 -0.017 0.109
H -5.820261 -5.990817 6.262044 0.053 0.145 -0.188 0.112
H -5.850867 -6.742972 4.635903 -0.008 0.174 0.055 0.112
```
Positions in Å, forces in eV/Å.

HOMO (eV): -3.997
Total energy (Ha): -8128.34536
Net charge: -1
HOMO-LUMO gap (hartree): 0.1982
Strongest force on any atom (eV Å⁻¹): 4.81
LUMO energy (eV): 1.397